Entry 1:
C5H5N | ωB97M-V/def2-TZVPD

Structure (ORCA input):
```
! wB97M-V def2-TZVPD RIJCOSX def2/J DEFGRID3
* xyz 0 3
H -0.59387 -2.15994 -0.19277
N -2.83208 0.46255 -0.03566
C -1.03926 -1.12204 -0.15250
H 1.87036 -0.48048 -0.41136
C 1.19841 0.36034 -0.14038
C -2.24561 -0.63131 0.04814
C -1.20594 1.16615 0.01145
H 1.38888 0.66044 0.83985
C -0.31388 0.15221 -0.13207
H 1.31507 1.15087 -0.76560
H -3.35490 0.84201 0.74244
*
```

Calculated values
E   -6748.0279 eV
Frontier orbital gap (alpha / beta)   8.21 / 6.85 eV
HOMO (alpha / beta)   -7.2 / -8.5 eV
Energy above the lowest of the compared OMol25 structures with the same formula, charge and spin   251.00 kJ/mol

=====

Entry 2:
C4H12S | ωB97M-V/def2-TZVPD

Structure (ORCA input):
```
! wB97M-V def2-TZVPD RIJCOSX def2/J DEFGRID3
* xyz 0 1
S -1.01027 2.56446 1.57504
C 0.76843 -2.08816 -2.13682
H 0.53255 1.20657 0.38912
H 1.59278 -1.75334 -1.49557
C -0.37491 1.67273 0.10607
H -0.10802 1.30797 3.61776
C 0.06243 2.20244 2.95105
H -0.38331 2.62938 -0.42979
H 1.09225 1.94836 2.56510
H -1.06961 0.98968 -0.53287
H -0.03216 3.08792 3.63412
H 0.59186 -1.12689 -2.87027
H -1.32788 -2.76827 -1.80302
H -0.80105 -1.51445 -0.73931
C -0.46257 -2.37091 -1.38103
H -0.17562 -3.16797 -0.70050
H 1.10514 -2.81953 -2.74909
*
```

Calculated values
SMILES string   CSC.CC
E   -15176.0746 eV
Frontier orbital gap   9.23 eV
HOMO   -8.3 eV
Energy above the lowest of the compared OMol25 structures with the same formula, charge and spin   157.41 kJ/mol

=====

Entry 3:
C6H6O2 | ωB97M-V/def2-TZVPD

Structure (ORCA input):
```
! wB97M-V def2-TZVPD RIJCOSX def2/J DEFGRID3
* xyz 0 1
C -1.07736 1.10714 0.07651
C -0.53250 -0.13110 0.81110
C 1.40441 0.30165 -0.13623
O 0.92887 -1.60894 0.05331
C -0.87097 -0.20039 -0.60667
H -1.29514 -0.80535 1.36606
H -0.50206 2.02900 -0.40830
C 0.88299 -0.53517 1.00943
H -2.02098 1.41136 0.13298
O 2.01454 1.35201 -0.12989
H 1.41470 -0.32815 2.08404
H -1.66316 -0.90674 -0.95250
C 0.56414 -0.63742 -1.11500
H 0.75251 -1.04790 -2.18484
*
```

Calculated values
SMILES string   O=C1[C@H]2O[C@@H]1[C@H]1C[C@H]12
E   -10408.8801 eV
Frontier orbital gap   10.53 eV
HOMO   -9.6 eV
Energy above the lowest of the compared OMol25 structures with the same formula, charge and spin   437.01 kJ/mol

=====

Entry 4:
C19H17MnN4PSSe2 | ωB97M-V/def2-TZVPD

Structure (ORCA input):
```
! wB97M-V def2-TZVPD RIJCOSX def2/J DEFGRID3
* xyz 0 6
C -1.47348 -0.84402 1.87338
C -0.78411 3.86921 -1.74000
Se 1.03109 1.22571 0.68409
H -0.50966 -3.43375 -0.08799
S 2.84185 2.07997 -2.89886
C 3.01381 -2.86812 2.98637
N -1.58086 1.60540 -1.71962
C 2.09005 -2.04824 2.36248
H -5.09123 2.66160 -0.56569
C 3.94077 -3.44096 0.84355
Mn 0.68117 1.15959 -2.01507
C 2.07948 -1.93215 0.97195
C -4.10439 2.36166 -0.89355
C 3.01150 -2.62167 0.21559
H 3.37842 5.57770 -2.53142
C -2.63189 -1.39128 2.41498
C -1.85893 2.90097 -1.51566
Se 0.74458 -1.23208 -1.83417
C -2.53022 0.69522 -1.52266
C -2.24969 -3.40385 1.16079
H 1.37189 -1.49818 2.95984
H -3.31699 4.36471 -0.94441
C -1.10044 -2.85762 0.61850
H -1.17091 0.16105 2.14377
H -2.23778 -0.33465 -1.69413
N 0.38365 3.42920 -2.01621
C -0.70779 -1.57049 0.97131
C -3.12174 3.31252 -1.10251
C -3.80968 1.02362 -1.10752
H 4.66562 -3.97822 0.24600
C 3.94235 -3.56867 2.22339
P 0.81577 -0.82751 0.25346
H -3.92356 -3.10364 2.47266
H -0.98711 4.93380 -1.65679
H -2.54593 -4.40676 0.88086
C 2.50887 3.74189 -2.59178
H -4.54498 0.24745 -0.95178
N 3.52312 4.61281 -2.77347
C -3.02259 -2.67150 2.05682
H -3.22285 -0.81380 3.11417
H 3.01132 -2.96053 4.06448
H 3.01079 -2.52523 -0.86498
H 4.66733 -4.21041 2.70683
N 1.37295 4.31102 -2.21377
H 4.44043 4.26818 -2.98322
*
```

Calculated values
E   -208079.7136 eV
Frontier orbital gap (alpha / beta)   7.32 / 7.45 eV
HOMO (alpha / beta)   -7.5 / -7.8 eV
Energy above the lowest of the compared OMol25 structures with the same formula, charge and spin   0.00 kJ/mol

=====

Entry 5:
C56H41O5P2RbS2 | ωB97M-V/def2-TZVPD

Structure (ORCA input):
```
! wB97M-V def2-TZVPD RIJCOSX def2/J DEFGRID3
* xyz -2 1
C -2.09715 3.79303 -3.43944
H -1.20995 -7.04127 2.46086
C 3.61595 3.03223 -5.03004
C 0.43205 0.96763 5.08616
H -3.00405 2.49753 0.06996
O 5.51825 -0.15057 -1.72544
H -0.09595 3.22093 -2.97114
C -1.25715 -5.96047 2.44636
H 5.72665 3.11993 -5.31644
H -1.35605 5.03633 5.62706
P -0.13115 2.10323 -0.27414
H 6.10545 1.36383 -3.53884
H 0.99235 -6.94847 -3.10154
H 4.56915 5.17263 -1.34584
C -1.92065 -3.85627 3.38606
H 4.14365 -5.27917 -0.74614
C -2.59995 -2.82877 -3.48954
C 3.65865 4.64173 -1.10054
H 1.90025 1.07563 -2.86034
H 2.37995 6.27333 -1.63834
C 2.66595 -6.23297 -1.96774
H 1.27375 4.83593 -5.71214
C -0.92445 4.12603 1.44416
H -0.24605 -5.80977 0.58266
C 5.10875 1.69663 -3.78854
C -0.31715 2.80043 3.73766
H -0.53495 3.20453 6.86566
H -4.76905 3.38133 -1.41784
C -2.57715 -5.71247 4.71086
H -4.98625 -3.77217 -1.29244
H -3.39845 -6.39847 4.48026
C 2.74385 1.50463 -3.37864
H -0.57365 -5.28967 -2.18844
C 3.10745 -5.28797 -1.05354
C 0.45985 -5.28857 -1.87034
C 1.34255 -6.22547 -2.37704
C 0.29925 0.16353 3.95606
C 2.54445 2.65653 -0.35864
H 1.34215 3.40333 -6.80064
C 1.72045 3.83953 -5.85724
H -1.15015 4.65353 0.52806
H -4.18135 4.25563 -3.65444
C -1.65315 -3.18607 -1.29544
C 0.07245 2.29353 4.98816
C 1.29945 3.24503 -0.57714
O -1.44535 0.02033 0.50036
H 0.77965 0.54413 6.01956
H 3.35165 -6.96827 -2.36884
C -0.71375 -5.25357 1.38246
H -2.36215 -0.08297 3.55166
H -1.22465 5.88133 2.64216
C 2.22985 -4.34437 -0.55244
C -3.73705 3.37523 -1.74564
C -0.13805 0.64913 2.72456
C -2.75165 2.88213 -0.90844
C -3.85485 -3.17367 -3.00914
C -0.96295 4.83113 2.64096
H 0.30425 5.05143 -1.17774
H 2.57835 -3.59497 0.14876
C -0.41685 4.65923 5.21056
H 2.59955 1.63453 0.00336
C 2.42855 5.25353 -1.27764
H 0.29985 5.48533 5.25516
C -2.62325 -3.29997 4.46656
C -3.41235 3.85273 -3.00654
C -1.11325 3.28533 -2.61074
C -1.46255 -1.69477 2.48606
C 2.55325 2.45493 -4.34414
C -2.81555 -1.93377 4.50966
C -2.22535 -1.15317 3.52396
H 4.66615 2.85333 -0.48384
H -3.04895 -3.77117 0.22506
O 3.12315 3.96293 -5.93464
C 4.05375 1.11803 -3.09874
H -1.83255 4.12813 -4.43294
C -1.51275 -2.83737 -2.63894
C 4.33155 0.06073 -1.99124
C -4.00675 -3.51387 -1.67504
H -4.18195 -4.40627 5.46206
Rb 0.83305 -0.47617 -1.75834
O 3.32215 -0.45267 -1.47364
H -1.88195 -6.24937 5.36486
P -0.17115 -3.03397 -0.22384
H -0.53605 -2.57797 -3.04164
H -2.45475 -2.53657 -4.51974
C 1.25705 4.56463 -1.01634
H -4.71055 -3.17337 -3.67314
H 1.11045 3.58083 6.35976
C 3.71425 3.34263 -0.62314
C -0.59065 2.76963 1.35776
C -0.36485 2.03323 2.55046
S -0.27205 -1.25027 -5.77944
C 0.09075 3.42003 5.99266
C 0.89435 -4.33957 -0.95024
S -0.47145 -0.59367 1.44346
C -0.74875 -3.85317 1.29186
C -2.91725 -3.51617 -0.81824
H -3.39755 -1.46787 5.29446
H 0.53435 -0.88727 4.03546
C -1.88035 -5.25617 3.45626
C -0.60235 4.17213 3.79686
C -3.09025 -4.40867 5.37636
C -1.42165 2.85613 -1.32154
C -1.33495 -3.09717 2.34776
H -2.68945 -4.29117 6.38946
C 4.91345 2.66643 -4.77004
O 1.37015 3.01013 -4.78584
*
```

Calculated values
E   -109877.9307 eV
Frontier orbital gap (alpha / beta)   5.42 / 3.50 eV
HOMO (alpha / beta)   -1.8 / 0.1 eV
Energy above the lowest of the compared OMol25 structures with the same formula, charge and spin   118.78 kJ/mol

=====

Entry 6:
C4H2 | ωB97M-V/def2-TZVPD

Structure (ORCA input):
```
! wB97M-V def2-TZVPD RIJCOSX def2/J DEFGRID3
* xyz 0 1
H -2.15119 -1.03513 -1.76347
C -0.30435 -0.13928 -0.63775
C -1.19615 -0.57015 -1.30523
C 0.55609 0.37298 0.25798
H 1.81573 0.76987 2.21794
C 1.27987 0.60171 1.23054
*
```

Calculated values
SMILES string   C#CC#C
E   -4175.9570 eV
Frontier orbital gap   10.64 eV
HOMO   -9.7 eV
Energy above the lowest of the compared OMol25 structures with the same formula, charge and spin   45.91 kJ/mol

=====

Entry 7:
C4H8N2P | ωB97M-V/def2-TZVPD

Structure (ORCA input):
```
! wB97M-V def2-TZVPD RIJCOSX def2/J DEFGRID3
* xyz 1 1
H -1.06002 -1.26704 -1.34352
P 3.23801 -0.21433 0.32239
H -0.91197 1.58339 -1.27148
H -1.31446 -1.08794 0.44480
H -0.32737 2.44618 0.24439
H -1.43868 1.20333 0.21229
C -0.52539 1.50181 -0.21972
H 1.99425 -2.17697 -0.20415
C 1.86014 -1.16946 -0.12886
N 2.51654 1.18471 0.18418
C 0.65476 -0.61812 -0.23022
C -0.63523 -1.47942 -0.33902
H 2.68670 2.04844 0.65302
H -0.39514 -2.51659 0.03835
N 0.45993 0.62490 -0.16598
*
```

Calculated values
SMILES string   C/N=C(\C)C=P#[NH+]
E   -16535.6135 eV
Frontier orbital gap (alpha / beta)   6.84 / 6.85 eV
HOMO (alpha / beta)   -13.7 / -13.7 eV
Energy above the lowest of the compared OMol25 structures with the same formula, charge and spin   389.13 kJ/mol